C6H14N2O2 | the ωB97M-V functional and the def2-TZVPD basis

XYZ file:
```
24
C6H14N2O2 (the ωB97M-V functional and the def2-TZVPD basis)
C 1.33 2.60 -1.20
C -1.69 0.43 -1.88
C 0.56 1.44 -1.38
O 1.13 0.35 -1.66
N -0.84 1.63 -1.61
H 1.64 2.43 -0.20
H -1.33 2.41 -1.36
H -1.68 0.34 -3.00
H 2.18 2.72 -1.79
H 0.93 3.54 -1.16
H -1.28 -0.58 -1.41
H -2.73 0.51 -1.51
C 1.26 -2.95 1.15
C -1.07 0.02 1.87
C -0.30 -1.28 1.95
O -0.27 -2.03 2.89
N 0.49 -1.78 0.87
H 0.98 -1.02 0.26
H 2.12 -2.73 1.65
H -2.19 -0.02 1.83
H 0.67 -3.66 1.67
H 1.41 -3.41 0.06
H -0.66 0.41 2.82
H -0.66 0.63 1.13
```

Energy above the lowest of the compared OMol25 structures with the same formula, charge and spin (eV): 2.668
Charge: 0
LUMO level (eV): 0.6

Charges obtained by natural (NBO) population analysis, quoted in units of e: atom 1 (C): -0.71, atom 2 (C): -0.45, atom 3 (C): 0.66, atom 4 (O): -0.64, atom 5 (N): -0.62, atom 6 (H): 0.24, atom 7 (H): 0.39, atom 8 (H): 0.21, atom 9 (H): 0.25, atom 10 (H): 0.22, atom 11 (H): 0.24, atom 12 (H): 0.21, atom 13 (C): -0.40, atom 14 (C): -0.71, atom 15 (C): 0.67, atom 16 (O): -0.62, atom 17 (N): -0.65, atom 18 (H): 0.41, atom 19 (H): 0.19, atom 20 (H): 0.25, atom 21 (H): 0.22, atom 22 (H): 0.19, atom 23 (H): 0.25, atom 24 (H): 0.21

C6H14N2O2 | the ωB97M-V functional and the def2-TZVPD basis

XYZ file:
```
24
C6H14N2O2 (the ωB97M-V functional and the def2-TZVPD basis)
C -2.53 -1.88 0.38
C -0.17 -2.13 -2.59
C -1.32 -1.62 -0.48
O -0.53 -0.72 -0.22
N -1.18 -2.40 -1.57
H -3.20 -2.69 0.04
H -1.75 -3.22 -1.70
H -0.48 -1.30 -3.21
H -2.24 -2.16 1.39
H -3.09 -0.95 0.44
H 0.80 -1.98 -2.13
H -0.04 -3.05 -3.17
C 1.42 0.37 2.24
C 0.29 2.86 -0.35
C 1.22 2.14 0.60
O 2.42 2.33 0.59
N 0.60 1.34 1.50
H -0.25 0.88 1.21
H 2.45 0.69 2.24
H -0.70 2.40 -0.41
H 0.65 2.80 -1.37
H 1.00 0.28 3.25
H 1.27 -0.63 1.83
H 0.21 3.91 -0.08
```

Energy above the lowest of the compared OMol25 structures with the same formula, charge and spin (eV): 0.578
Charge: 0
LUMO level (eV): 0.6

Charges obtained by natural (NBO) population analysis, quoted in units of e: atom 1 (C): -0.71, atom 2 (C): -0.41, atom 3 (C): 0.68, atom 4 (O): -0.66, atom 5 (N): -0.60, atom 6 (H): 0.21, atom 7 (H): 0.40, atom 8 (H): 0.21, atom 9 (H): 0.24, atom 10 (H): 0.24, atom 11 (H): 0.22, atom 12 (H): 0.20, atom 13 (C): -0.43, atom 14 (C): -0.70, atom 15 (C): 0.68, atom 16 (O): -0.63, atom 17 (N): -0.62, atom 18 (H): 0.41, atom 19 (H): 0.23, atom 20 (H): 0.21, atom 21 (H): 0.23, atom 22 (H): 0.19, atom 23 (H): 0.19, atom 24 (H): 0.23

C6H14N2O2 | the ωB97M-V functional and the def2-TZVPD basis

XYZ file:
```
24
C6H14N2O2 (the ωB97M-V functional and the def2-TZVPD basis)
C -2.93 0.78 0.49
C -1.51 -1.34 -2.29
C -2.00 0.42 -0.63
O -1.05 1.09 -0.96
N -2.24 -0.82 -1.16
H -2.98 1.86 0.66
H -2.92 -1.41 -0.71
H -0.89 -2.21 -2.05
H -4.00 0.60 0.42
H -2.60 0.31 1.42
H -2.17 -1.54 -3.14
H -0.85 -0.56 -2.66
C 1.61 -1.02 2.53
C 1.98 0.50 -0.89
C 2.10 0.39 0.60
O 2.85 1.07 1.28
N 1.41 -0.65 1.14
H 0.87 -1.30 0.61
H 2.64 -1.30 2.73
H 1.58 1.48 -1.15
H 1.28 -0.24 3.18
H 1.03 -1.93 2.74
H 2.92 0.49 -1.45
H 1.26 -0.21 -1.27
```

Energy above the lowest of the compared OMol25 structures with the same formula, charge and spin (eV): 0.814
Charge: 0
LUMO level (eV): 0.5

Charges obtained by natural (NBO) population analysis, quoted in units of e: atom 1 (C): -0.73, atom 2 (C): -0.43, atom 3 (C): 0.68, atom 4 (O): -0.62, atom 5 (N): -0.62, atom 6 (H): 0.25, atom 7 (H): 0.39, atom 8 (H): 0.19, atom 9 (H): 0.23, atom 10 (H): 0.24, atom 11 (H): 0.20, atom 12 (H): 0.24, atom 13 (C): -0.41, atom 14 (C): -0.71, atom 15 (C): 0.68, atom 16 (O): -0.63, atom 17 (N): -0.62, atom 18 (H): 0.39, atom 19 (H): 0.20, atom 20 (H): 0.25, atom 21 (H): 0.21, atom 22 (H): 0.19, atom 23 (H): 0.23, atom 24 (H): 0.21

C6H14N2O2 | the ωB97M-V functional and the def2-TZVPD basis

XYZ file:
```
24
C6H14N2O2 (the ωB97M-V functional and the def2-TZVPD basis)
C -2.08 -0.11 1.47
C 1.60 -0.32 2.45
C -0.67 -0.65 1.51
O -0.23 -1.48 0.73
N 0.13 -0.13 2.50
H -2.50 -0.39 0.50
H -0.15 0.63 3.09
H 1.89 -1.01 3.23
H -2.79 -0.45 2.23
H -1.93 0.95 1.67
H 1.90 -0.74 1.49
H 2.03 0.68 2.47
C 1.77 0.84 -1.14
C -1.39 -0.38 -2.63
C -0.12 0.49 -2.62
O 0.29 1.35 -3.36
N 0.66 0.06 -1.57
H 0.33 -0.66 -0.92
H 1.61 1.64 -0.39
H -1.80 -0.57 -3.63
H 2.55 0.20 -0.74
H 2.29 1.38 -1.94
H -1.20 -1.42 -2.33
H -2.20 0.07 -2.07
```

Energy above the lowest of the compared OMol25 structures with the same formula, charge and spin (eV): 0.931
Charge: 0
LUMO level (eV): 0.6

Charges obtained by natural (NBO) population analysis, quoted in units of e: atom 1 (C): -0.71, atom 2 (C): -0.42, atom 3 (C): 0.69, atom 4 (O): -0.66, atom 5 (N): -0.62, atom 6 (H): 0.24, atom 7 (H): 0.39, atom 8 (H): 0.21, atom 9 (H): 0.24, atom 10 (H): 0.22, atom 11 (H): 0.23, atom 12 (H): 0.20, atom 13 (C): -0.43, atom 14 (C): -0.72, atom 15 (C): 0.68, atom 16 (O): -0.61, atom 17 (N): -0.65, atom 18 (H): 0.43, atom 19 (H): 0.18, atom 20 (H): 0.23, atom 21 (H): 0.19, atom 22 (H): 0.23, atom 23 (H): 0.23, atom 24 (H): 0.23

What is the formula in the third record? C6H14N2O2